(1)
Entry from OMol25: an isolated molecule of C5H8O in a non-equilibrium geometry (ωB97M-V/def2-TZVPD).

Each line ends with the natural charge from an NBO analysis.
Geometry (Å):
C 1.7463 0.1300 -0.0969  -0.595
C 0.2270 -0.2379 -0.0044  -0.361
C -0.4851 0.2116 1.2624  -0.040
C -0.4686 -0.1484 -1.2303  -0.010
C -1.3278 0.0772 -2.0790  -0.250
H 1.8596 1.2231 -0.5890  0.207
H 2.2944 -0.5865 -0.7551  0.220
H 2.3533 0.0506 0.8132  0.220
H 0.3521 -1.3645 0.1087  0.239
H 0.1588 -0.0326 2.1494  0.193
H -0.8609 1.2418 1.2016  0.176
H -2.3478 -0.3007 0.8270  0.473
H -1.8435 0.3067 -3.0603  0.255
O -1.6577 -0.5702 1.4527  -0.726

Its charge is 0. The relative energy (zero: lowest compared OMol25 entry of this formula, charge and spin) comes out at 2.998 eV. As for the structure (SMILES): C#C[C@@H](C)CO.



(2)
Entry from OMol25: a structure of composition C5H8O (ωB97M-V/def2-TZVPD).

Each line ends with the natural charge from an NBO analysis.
Geometry (Å):
C -0.8821 1.3019 1.5732  -0.159
O 0.3296 0.3804 2.5543  -0.489
C 0.2484 0.5817 1.3053  0.416
C 1.0912 -0.0004 0.2280  -0.496
C 0.3523 -0.1967 -1.1032  -0.386
C -0.9929 -0.9095 -0.9643  -0.623
H -0.7783 2.3578 1.8301  0.190
H -1.6715 -0.3319 -0.3284  0.227
H 1.4962 -0.9404 0.6196  0.236
H 1.9439 0.6783 0.0907  0.250
H 1.0111 -0.7657 -1.7699  0.211
H 0.2000 0.7790 -1.5804  0.203
H -0.8794 -1.9020 -0.5123  0.205
H -1.4687 -1.0324 -1.9428  0.214

Its charge is 0. The relative energy (zero: lowest compared OMol25 entry of this formula, charge and spin) comes out at 3.958 eV.



no.,E_HOMO (eV)
1,-9.8
2,-8.8